126
Properties=species:S:1:pos:R:3:lowdin_charge:R:1 method="wB97M-V/def2-TZVPD" smiles="CCN(CC)CC.CCN(CC)CC.CCN(CC)CC.CC(C)=O.CC(C)=O.CC(C)=O.CC(C)=O.CC(C)=O.CC(C)=O" homo_ev=-8.11 orbital_gap_ev=8.5 e_above_lowest_kj_mol=335.7
C -1.026 4.976 4.330 -0.084
C 0.467 5.392 4.453 -0.237
N 1.410 4.723 3.501 -0.191
C 2.800 4.988 3.892 -0.267
C 3.428 4.050 4.930 -0.081
C 1.270 4.890 2.055 -0.256
C 1.537 6.306 1.537 -0.072
H -1.450 5.274 3.370 0.063
H -1.596 5.207 5.230 0.070
H -0.951 3.894 4.226 0.064
H 0.505 6.475 4.338 0.095
H 0.803 5.166 5.465 0.105
H 3.481 4.889 3.047 0.111
H 2.779 5.984 4.334 0.108
H 4.431 4.387 5.193 0.074
H 2.861 4.056 5.861 0.062
H 3.484 3.018 4.582 0.047
H 0.290 4.425 1.950 0.105
H 1.957 4.215 1.545 0.097
H 2.590 6.585 1.571 0.069
H 0.904 6.952 2.145 0.066
H 1.347 6.459 0.475 0.070
C -7.443 -0.409 2.442 -0.099
C -7.040 0.389 1.220 -0.258
N -5.625 0.061 0.925 -0.191
C -5.406 0.427 -0.506 -0.245
C -5.542 1.936 -0.810 -0.080
C -4.560 0.628 1.712 -0.286
C -3.131 0.198 1.400 -0.073
H -7.050 -1.425 2.411 0.079
H -8.516 -0.592 2.399 0.065
H -7.205 0.207 3.309 0.069
H -7.634 0.018 0.385 0.114
H -7.164 1.457 1.401 0.109
H -4.406 0.130 -0.823 0.082
H -6.173 -0.175 -0.993 0.104
H -4.641 2.433 -0.452 0.066
H -5.410 2.015 -1.889 0.068
H -6.463 2.438 -0.512 0.068
H -4.826 0.512 2.762 0.108
H -4.683 1.712 1.708 0.103
H -2.888 0.531 0.391 0.055
H -3.103 -0.892 1.384 0.060
H -2.383 0.595 2.086 0.076
C -0.999 -6.292 -3.869 -0.111
C -1.081 -5.522 -2.561 -0.240
N -2.357 -4.700 -2.496 -0.165
C -3.613 -5.493 -2.544 -0.226
C -3.887 -6.215 -1.234 -0.091
C -2.195 -3.783 -1.401 -0.296
C -3.386 -2.810 -1.212 -0.068
H -1.319 -5.768 -4.769 0.078
H -1.578 -7.187 -3.639 0.061
H 0.030 -6.649 -3.929 0.072
H -1.007 -6.247 -1.751 0.110
H -0.199 -4.883 -2.613 0.099
H -4.402 -4.761 -2.716 0.103
H -3.529 -6.252 -3.322 0.103
H -3.187 -7.034 -1.067 0.068
H -3.839 -5.582 -0.349 0.065
H -4.879 -6.656 -1.338 0.073
H -1.275 -3.205 -1.481 0.094
H -1.941 -4.229 -0.440 0.092
H -3.331 -2.050 -1.991 0.076
H -3.185 -2.380 -0.230 0.047
H -4.377 -3.237 -1.062 0.070
C 4.663 0.336 4.360 -0.021
C 4.131 0.432 2.936 -0.466
O 4.690 1.158 2.161 0.055
C 3.126 -0.602 2.394 -0.023
H 5.570 0.938 4.397 0.081
H 4.995 -0.693 4.501 0.083
H 3.967 0.683 5.124 0.078
H 2.918 -1.364 3.144 0.065
H 3.625 -1.091 1.557 0.086
H 2.238 -0.149 1.954 0.083
C 0.769 -3.133 -5.628 -0.028
C 1.373 -2.059 -4.781 -0.522
O 0.977 -0.946 -4.775 0.079
C 2.676 -2.568 -4.129 -0.001
H 1.198 -3.214 -6.627 0.097
H -0.253 -2.772 -5.739 0.085
H 0.731 -4.110 -5.146 0.069
H 3.381 -1.737 -4.125 0.086
H 3.000 -3.444 -4.690 0.078
H 2.313 -2.736 -3.115 0.080
C 2.041 1.641 -0.933 -0.001
C 1.799 0.137 -1.032 -0.481
O 2.743 -0.618 -1.043 0.064
C 0.363 -0.250 -1.145 -0.011
H 3.102 1.856 -1.063 0.074
H 1.788 2.252 -0.067 0.078
H 1.738 2.227 -1.801 0.046
H 0.356 -1.247 -1.585 0.067
H -0.048 0.269 -2.012 0.084
H -0.221 -0.227 -0.225 0.084
C 7.597 2.670 1.357 -0.013
C 7.044 2.645 -0.120 -0.472
O 7.028 3.626 -0.791 0.062
C 6.562 1.312 -0.744 -0.017
H 6.680 2.787 1.934 0.056
H 8.351 3.437 1.538 0.074
H 7.958 1.671 1.600 0.067
H 5.789 1.562 -1.470 0.068
H 6.098 0.658 -0.005 0.058
H 7.395 0.900 -1.313 0.082
C -0.135 -4.991 2.343 -0.013
C 0.866 -4.334 1.297 -0.455
O 1.359 -4.978 0.427 0.073
C 1.162 -2.821 1.410 -0.020
H -1.206 -4.821 2.227 0.064
H 0.148 -4.560 3.304 0.067
H -0.099 -6.079 2.283 0.072
H 1.379 -2.392 2.388 0.058
H 0.364 -2.292 0.888 0.065
H 1.853 -2.591 0.599 0.070
C -1.256 2.462 -4.624 -0.024
C -0.089 2.985 -3.940 -0.572
O -0.178 3.663 -2.934 0.069
C 1.168 2.539 -4.439 -0.037
H -2.011 2.148 -3.904 0.090
H -1.115 1.585 -5.256 0.084
H -1.626 3.211 -5.325 0.098
H 1.940 2.957 -3.794 0.083
H 1.406 3.040 -5.377 0.107
H 1.328 1.462 -4.395 0.079


161
Properties=species:S:1:pos:R:3:lowdin_charge:R:1 method="wB97M-V/def2-TZVPD" homo_ev="-0.96 / -6.32" charge=-1 orbital_gap_ev="2.7 / 7.5" spin_multiplicity=4
Pt 1.931 -2.317 -0.074 1.295
C 1.343 -3.825 -3.800 -0.641
F 1.270 -4.581 -4.909 0.132
F 1.265 -2.533 -4.068 0.155
F 0.177 -4.185 -3.246 0.109
S 2.807 -4.315 -2.717 0.773
O 3.188 -5.675 -3.149 -0.307
O 3.879 -3.268 -2.988 -0.339
N 2.228 -4.118 -1.047 -0.435
S 1.770 -5.630 -0.702 0.565
O 1.072 -5.573 0.544 -0.283
O 0.998 -6.301 -1.696 -0.273
C 3.415 -6.633 -0.203 -0.469
F 3.838 -6.306 1.022 0.119
F 3.066 -8.004 -0.220 0.069
F 4.515 -6.274 -0.990 0.055
C 0.761 1.626 1.394 -0.627
F 0.563 2.458 2.441 0.081
F -0.325 1.917 0.540 0.032
F 1.901 1.800 0.801 0.125
S 0.740 -0.148 2.101 0.637
O 2.190 -0.471 2.369 -0.404
O -0.090 -0.153 3.290 -0.348
N 0.384 -1.268 0.795 -0.518
S -1.139 -1.417 1.019 0.551
O -1.545 -2.417 1.996 -0.308
O -1.870 -0.143 1.056 -0.325
C -1.834 -2.202 -0.569 -0.725
F -1.076 -3.203 -0.804 0.149
F -3.067 -2.611 -0.287 0.134
F -1.896 -1.271 -1.526 0.117
C -4.861 3.438 -3.202 -0.056
C -4.120 2.684 -4.382 -0.372
C -2.762 2.029 -3.877 -0.151
O -1.826 3.078 -3.478 -0.207
C -0.487 2.711 -3.243 -0.117
N -5.009 1.690 -5.019 0.022
H -5.631 4.152 -3.496 0.065
H -4.221 4.046 -2.563 0.056
H -5.359 2.700 -2.574 0.071
H -3.848 3.434 -5.126 0.117
H -2.315 1.276 -4.526 0.115
H -2.942 1.409 -2.999 0.116
H -0.042 2.146 -4.062 0.082
H -0.601 1.976 -2.446 0.063
H 0.145 3.512 -2.861 0.095
H -4.759 0.751 -4.742 0.059
H -5.902 1.724 -4.550 0.052
C 6.340 0.025 3.428 -0.052
C 6.200 1.127 2.337 -0.399
C 7.336 1.086 1.248 -0.205
O 7.162 2.226 0.461 -0.195
C 8.059 2.291 -0.652 -0.096
N 4.848 0.936 1.838 0.093
H 5.420 -0.090 4.002 0.056
H 7.124 -0.049 4.181 0.073
H 6.543 -0.868 2.837 0.056
H 6.426 2.011 2.933 0.117
H 7.274 0.131 0.725 0.113
H 8.310 1.200 1.723 0.125
H 7.832 1.786 -1.591 0.085
H 9.097 2.254 -0.319 0.088
H 7.875 3.325 -0.945 0.083
H 4.830 1.772 1.270 0.068
H 4.243 1.207 2.599 0.051
C -8.681 -5.897 -6.717 -0.078
O -7.688 -6.268 -5.664 -0.210
C -8.169 -6.091 -4.320 -0.206
C -7.072 -6.346 -3.250 -0.221
N -6.282 -5.189 -2.985 -0.085
C -5.543 -5.107 -1.732 -0.171
C -4.514 -6.300 -1.475 -0.223
O -3.563 -6.328 -2.530 -0.193
C -2.463 -7.268 -2.350 -0.062
H -9.600 -6.463 -6.567 0.079
H -8.237 -5.919 -7.712 0.076
H -8.896 -4.829 -6.755 0.071
H -9.074 -6.660 -4.104 0.104
H -8.549 -5.070 -4.371 0.110
H -6.446 -7.237 -3.286 0.114
H -7.626 -6.685 -2.375 0.111
H -5.629 -5.107 -3.752 0.110
H -6.309 -4.910 -0.982 0.112
H -4.962 -4.185 -1.748 0.102
H -5.088 -7.218 -1.349 0.097
H -4.154 -6.189 -0.452 0.113
H -2.057 -7.275 -3.362 0.090
H -2.805 -8.238 -1.989 0.081
H -1.706 -6.917 -1.649 0.073
C 1.293 -0.107 -2.421 -0.110
O 2.265 -0.862 -1.752 -0.357
C 3.536 -0.209 -1.702 -0.148
C 4.625 -0.903 -0.828 -0.153
N 3.981 -1.491 0.347 -0.114
C 4.663 -2.733 0.860 -0.149
C 3.924 -3.276 2.061 -0.191
O 2.596 -3.468 1.665 -0.359
C 1.640 -3.847 2.607 -0.090
H 1.093 0.869 -1.980 0.075
H 0.398 -0.697 -2.617 0.089
H 1.680 0.132 -3.412 0.092
H 3.308 0.773 -1.289 0.117
H 3.819 -0.143 -2.753 0.129
H 5.439 -0.214 -0.603 0.102
H 5.128 -1.689 -1.391 0.106
H 4.190 -0.819 1.072 0.055
H 5.703 -2.478 1.064 0.121
H 4.700 -3.531 0.119 0.109
H 3.860 -2.639 2.943 0.118
H 4.499 -4.171 2.297 0.127
H 1.565 -3.170 3.458 0.094
H 2.007 -4.821 2.931 0.100
H 0.618 -3.966 2.245 0.081
C -5.806 11.528 -1.669 -0.129
O -4.913 11.207 -0.617 -0.193
C -4.584 9.842 -0.606 -0.230
C -3.751 9.467 0.675 -0.164
N -3.767 7.976 0.850 -0.082
C -2.603 7.240 0.337 -0.186
C -2.741 5.672 0.364 -0.199
O -2.590 5.144 1.699 -0.222
C -2.587 3.687 1.808 -0.059
H -6.842 11.408 -1.352 0.085
H -5.625 11.036 -2.625 0.083
H -5.739 12.571 -1.979 0.078
H -4.050 9.652 -1.537 0.112
H -5.490 9.237 -0.649 0.114
H -4.213 9.956 1.533 0.108
H -2.753 9.904 0.717 0.105
H -4.031 7.611 1.754 0.103
H -1.794 7.603 0.971 0.111
H -2.404 7.421 -0.720 0.109
H -1.914 5.291 -0.236 0.102
H -3.582 5.224 -0.164 0.110
H -2.287 3.310 2.786 0.092
H -1.874 3.465 1.014 0.061
H -3.553 3.233 1.586 0.084
C 0.963 -2.028 7.531 -0.095
O 2.221 -2.209 6.842 -0.215
C 2.538 -1.280 5.748 -0.169
C 3.087 0.060 6.361 -0.188
N 3.392 0.931 5.258 -0.078
C 3.216 2.346 5.536 -0.172
C 3.818 3.265 4.416 -0.227
O 3.108 3.256 3.208 -0.210
C 3.647 4.212 2.217 -0.057
H 0.728 -2.829 8.232 0.080
H 0.145 -2.050 6.811 0.083
H 0.961 -1.031 7.971 0.069
H 1.712 -1.062 5.071 0.092
H 3.147 -1.848 5.046 0.100
H 3.957 -0.134 6.988 0.118
H 2.216 0.411 6.913 0.103
H 2.849 0.726 4.432 0.079
H 3.542 2.621 6.539 0.119
H 2.142 2.509 5.449 0.120
H 4.831 2.902 4.244 0.100
H 3.837 4.280 4.814 0.114
H 2.915 4.144 1.412 0.078
H 4.598 3.932 1.763 0.072
H 3.669 5.260 2.516 0.085


132
Properties=species:S:1:pos:R:3:lowdin_charge:R:1 method="wB97M-V/def2-TZVPD" homo_ev="-10.85 / -10.85" charge=+1 orbital_gap_ev="8.4 / 2.5" spin_multiplicity=2 e_above_lowest_kj_mol=222.3
C -5.160 1.064 3.946 -0.109
O -4.328 0.484 2.975 -0.185
C -4.059 1.416 1.917 -0.198
C -5.105 1.414 0.889 -0.229
O -6.199 2.207 1.263 -0.197
C -6.062 3.617 0.955 -0.074
H -5.178 0.420 4.825 0.088
H -6.161 1.270 3.569 0.090
H -4.700 1.952 4.380 0.088
H -3.099 1.049 1.555 0.118
H -3.871 2.455 2.186 0.120
H -5.489 0.404 0.752 0.138
H -4.863 1.882 -0.065 0.118
H -6.838 4.253 1.382 0.091
H -5.991 3.795 -0.118 0.082
H -5.136 4.018 1.365 0.073
C 4.328 -0.702 1.735 -0.081
O 3.928 -1.030 3.072 -0.241
C 3.358 -2.348 3.245 -0.140
C 2.632 -2.474 4.650 -0.167
O 1.647 -1.475 4.520 -0.255
C 1.066 -1.010 5.755 -0.074
H 4.409 -1.643 1.190 0.090
H 5.341 -0.305 1.803 0.081
H 3.664 0.104 1.424 0.072
H 4.171 -3.061 3.107 0.121
H 2.624 -2.465 2.448 0.106
H 3.297 -2.410 5.512 0.124
H 2.071 -3.387 4.847 0.117
H 0.072 -0.651 5.489 0.061
H 1.660 -0.239 6.245 0.091
H 0.902 -1.831 6.453 0.091
C 0.606 -6.640 2.791 -0.047
O 0.644 -5.433 1.939 -0.192
C -0.491 -4.617 1.916 -0.221
C -0.513 -3.444 2.934 -0.132
O -1.674 -2.578 2.677 -0.182
C -1.713 -1.524 3.545 -0.139
H -0.300 -7.213 2.595 0.084
H 0.631 -6.324 3.834 0.077
H 1.493 -7.230 2.562 0.085
H -1.444 -5.115 1.737 0.131
H -0.425 -4.079 0.970 0.104
H 0.384 -2.884 3.198 0.098
H -0.851 -3.987 3.817 0.118
H -0.971 -0.762 3.305 0.060
H -1.511 -1.906 4.546 0.086
H -2.709 -1.084 3.532 0.085
C 0.677 1.209 3.188 -0.166
O 1.583 2.212 3.015 -0.179
C 2.775 2.037 3.799 -0.161
C 3.744 3.233 3.589 -0.202
O 4.743 3.342 4.595 -0.174
C 5.937 2.548 4.312 -0.077
H 0.137 1.147 4.133 0.091
H 1.085 0.297 2.753 0.086
H -0.153 1.485 2.538 0.083
H 3.283 1.073 3.822 0.106
H 2.361 2.107 4.805 0.123
H 3.245 4.195 3.708 0.124
H 4.088 3.289 2.557 0.103
H 5.891 1.465 4.425 0.083
H 6.750 2.922 4.933 0.083
H 6.297 2.813 3.318 0.074
C 5.535 4.972 -1.639 -0.041
O 4.859 5.892 -2.504 -0.041
C 3.645 5.423 -3.044 -0.113
C 2.430 5.283 -2.044 -0.048
O 2.669 4.341 -0.962 -0.046
C 2.369 2.933 -1.160 0.024
H 5.075 4.885 -0.655 0.108
H 6.587 5.206 -1.473 0.109
H 5.730 3.947 -1.956 0.105
H 3.678 4.442 -3.516 0.131
H 3.303 6.198 -3.730 0.154
H 1.596 4.995 -2.683 0.124
H 2.239 6.234 -1.548 0.154
H 2.945 2.480 -0.352 0.098
H 2.810 2.526 -2.070 0.101
H 1.307 2.839 -0.936 0.131
C -1.869 -4.009 -2.806 -0.162
C -2.857 -5.113 -2.454 -0.176
C -2.097 -6.410 -2.469 -0.198
O -0.748 -5.995 -2.282 -0.153
C -0.550 -4.802 -3.030 -0.175
H -1.772 -3.259 -2.022 0.082
H -2.215 -3.425 -3.659 0.088
H -3.754 -5.135 -3.072 0.114
H -3.106 -4.886 -1.417 0.111
H -2.214 -6.909 -3.431 0.120
H -2.328 -7.056 -1.623 0.127
H -0.592 -5.169 -4.056 0.115
H 0.400 -4.305 -2.834 0.112
C 1.662 3.770 -5.950 -0.176
C 1.763 2.289 -6.341 -0.128
C 1.598 1.571 -4.971 -0.192
O 0.975 2.507 -4.092 -0.182
C 0.583 3.628 -4.960 -0.204
H 1.322 4.356 -6.804 0.127
H 2.566 4.244 -5.567 0.098
H 2.667 1.935 -6.835 0.116
H 0.914 2.004 -6.963 0.120
H 2.529 1.362 -4.445 0.106
H 1.049 0.632 -4.906 0.115
H 0.433 4.564 -4.420 0.110
H -0.311 3.406 -5.543 0.132
C -4.119 -0.656 -2.466 -0.163
C -4.911 -1.795 -3.115 -0.127
C -4.504 -1.638 -4.599 -0.206
O -4.357 -0.244 -4.796 -0.141
C -4.077 0.448 -3.555 -0.165
H -3.111 -1.032 -2.290 0.071
H -4.442 -0.173 -1.544 0.097
H -5.993 -1.673 -3.061 0.118
H -4.484 -2.630 -2.559 0.092
H -5.254 -2.069 -5.262 0.114
H -3.592 -2.100 -4.978 0.100
H -4.780 1.258 -3.360 0.113
H -3.063 0.846 -3.526 0.094
C 0.532 -0.840 -0.525 -0.221
C 0.746 -0.822 -2.002 -0.136
C -0.575 -0.101 -2.414 -0.195
O -1.348 0.103 -1.221 -0.161
C -0.901 -0.821 -0.158 -0.137
H 1.064 -0.071 0.034 0.096
H 1.153 -1.584 -0.026 0.114
H 0.626 -1.835 -2.386 0.093
H 1.749 -0.537 -2.317 0.109
H -1.066 -0.532 -3.286 0.115
H -0.198 0.903 -2.612 0.093
H -1.398 -1.790 -0.220 0.112
H -1.054 -0.337 0.806 0.104


no.,energy (a.u.)
1,-2035.77234
2,-6123.08428
3,-2473.42771